Record 1
This record from the OMol25 dataset describes a structure of composition C35H43CaClN2Si2. The level of theory is the ωB97M-V functional and the def2-TZVPD basis.

Properties
E_LUMO (spin up / spin down): -0.3 / -0.8 eV
E_tot: -3185.65684 Ha
HOMO-LUMO gap (spin up / spin down): 6.6019 / 5.2967 eV
Highest occupied orbital energy (spin up / spin down): -6.9238 / -6.1010 eV
Strongest force on any atom: 3.57 eV/Å
Relative energy (zero: lowest compared OMol25 entry of this formula, charge and spin): 0.00 kJ/mol

Element x y z (Å)
C -2.329 -0.818 4.196
C -3.181 -0.558 3.090
C -2.986 -1.602 2.136
H -3.853 0.301 2.986
C -2.025 -2.512 2.671
C -1.644 -2.037 3.951
H -0.974 -2.539 4.652
H -2.299 -0.267 5.140
H -3.587 -1.777 1.228
H -1.674 -3.443 2.214
Ca -0.770 -0.231 1.891
Si -1.389 -0.949 -3.130
C -0.960 0.587 -4.142
C 0.279 0.627 -4.763
H 0.962 -0.225 -4.741
C 0.718 1.797 -5.353
H 1.731 1.844 -5.717
C -0.089 2.927 -5.352
H 0.329 3.871 -5.713
C -1.383 2.840 -4.854
H -2.031 3.703 -4.857
C -1.808 1.688 -4.209
H -2.781 1.686 -3.729
C -0.908 -2.179 -4.470
C -1.321 -1.910 -5.780
H -2.150 -1.232 -5.984
C -0.588 -2.401 -6.856
H -0.874 -2.127 -7.868
C 0.526 -3.213 -6.640
H 1.163 -3.490 -7.485
C 0.807 -3.624 -5.342
H 1.673 -4.258 -5.206
C -0.027 -3.238 -4.287
H 0.084 -3.675 -3.314
H -2.814 -0.973 -2.716
Si 2.356 0.385 -2.518
C 1.536 -1.223 -1.852
C 0.047 -1.293 -1.803
H -0.455 -0.275 -1.740
C -0.517 -2.342 -0.995
H -1.601 -2.494 -1.014
C 0.275 -3.235 -0.308
H -0.173 -4.067 0.206
C 1.653 -3.207 -0.434
H 2.274 -3.913 0.126
C 2.273 -2.227 -1.198
H 3.356 -2.203 -1.246
C 1.270 1.699 -1.805
C 0.372 1.368 -0.757
H 0.546 0.473 -0.140
C -0.792 2.094 -0.570
H -1.623 1.730 0.051
C -0.871 3.369 -1.131
H -1.730 4.015 -0.945
C 0.135 3.826 -1.980
H 0.070 4.823 -2.417
C 1.221 2.997 -2.339
H 1.969 3.304 -3.083
H 3.697 0.647 -2.068
Cl 1.622 -0.628 1.979
C 0.394 2.935 2.627
N 0.091 2.015 3.740
C -1.152 2.332 4.446
C 1.244 1.916 4.613
C 1.095 0.995 5.856
N 1.303 -0.394 5.598
C 2.611 -0.765 5.129
C 0.701 -1.360 6.484
H 1.019 2.410 1.893
H -0.526 3.247 2.120
H 0.937 3.850 2.933
H -1.165 3.338 4.893
H -2.016 2.241 3.776
H -1.306 1.601 5.248
H 2.098 1.596 4.010
H 1.521 2.905 5.031
H 1.854 1.366 6.575
H 0.114 1.086 6.338
H 3.438 -0.528 5.818
H 2.619 -1.839 4.913
H 2.775 -0.275 4.174
H 0.778 -2.350 6.023
H -0.345 -1.114 6.625
H 1.181 -1.425 7.471

Forces on the atoms, in the same order (eV/Å):
-0.077 -0.355 -0.042
0.278 0.171 -0.204
-0.267 -0.241 -0.229
0.164 -0.468 0.071
-0.101 0.130 0.102
0.015 0.243 -0.279
-0.191 0.278 -0.427
0.028 -0.152 -0.526
0.439 0.232 0.505
-0.238 0.464 0.175
-0.593 -0.157 1.370
1.405 -1.306 -3.016
-0.879 -0.386 1.231
0.427 -0.015 -0.210
-0.380 0.068 -0.098
0.036 0.225 0.129
0.126 0.052 -0.207
0.134 0.013 -0.321
-0.365 -0.282 -0.049
0.056 0.373 0.225
-0.027 0.131 -0.097
0.337 0.206 -0.153
0.020 -0.107 -0.016
-1.676 -0.955 -0.220
0.645 0.245 -0.485
0.270 0.030 0.109
-0.274 -0.193 -0.195
0.031 -0.057 0.125
-0.103 0.526 0.003
-0.187 -0.004 0.391
-0.323 -0.476 -0.441
-0.175 -0.223 0.328
0.945 0.636 -0.395
0.486 0.096 0.482
0.381 0.123 0.640
-0.837 -1.793 0.502
0.299 1.706 -0.447
-0.779 0.505 -0.524
0.958 -0.198 1.592
-0.355 -0.696 1.050
0.229 0.007 0.292
-1.464 0.113 -0.851
-0.268 -0.018 0.267
1.798 0.165 0.007
-0.279 0.248 -0.208
-0.660 -0.065 -0.352
-0.031 0.093 0.001
-0.069 1.000 0.790
-0.387 -0.128 -0.301
0.252 0.337 -0.688
0.397 0.668 0.492
0.301 0.205 0.028
-0.220 0.318 -0.633
0.161 -0.255 -0.046
0.635 0.016 -0.020
-0.054 -0.200 0.207
-1.116 -0.445 0.316
-0.498 -0.032 0.314
0.954 -0.221 0.355
0.819 -0.145 -0.345
-0.031 -0.222 0.073
-0.715 -0.069 -0.709
0.024 0.042 0.081
0.152 -0.169 0.952
0.484 0.093 -0.026
-0.353 -0.794 -0.635
-0.029 -0.027 -0.315
0.300 0.229 -0.059
0.023 0.143 0.160
0.064 -0.076 0.137
-0.226 -0.225 0.119
0.104 0.028 -0.041
0.236 0.082 0.030
-0.034 0.329 -0.346
-0.132 -0.040 0.065
-0.228 0.032 -0.232
-0.160 0.093 0.085
0.314 0.230 -0.092
-0.076 0.010 0.162
0.069 0.155 0.089
0.363 -0.038 0.073
-0.108 0.144 0.112
-0.254 -0.051 0.084
0.059 0.053 0.161

---

Record 2
This record from the OMol25 dataset describes a structure of composition C35H54F3GeLaN7O7. The level of theory is the ωB97M-V functional and the def2-TZVPD basis.

Properties
Total charge: +1
E_LUMO: -3.3 eV
E_tot: -4684.04191 Ha
HOMO-LUMO gap: 6.5419 eV
Highest occupied orbital energy: -9.8907 eV
Strongest force on any atom: 3.91 eV/Å
Relative energy (zero: lowest compared OMol25 entry of this formula, charge and spin): 81.68 kJ/mol

Element x y z (Å)
La 1.262 0.595 1.008
O 5.047 0.044 5.161
C 5.725 -0.833 4.405
C 6.890 -1.487 4.808
C 7.687 -2.212 3.906
C 7.263 -2.496 2.655
C 6.064 -1.907 2.233
C 5.220 -1.178 3.083
C 3.870 -0.761 2.677
O 3.459 -0.740 1.459
N 3.042 -0.501 3.701
N 1.822 -0.161 3.316
C 0.997 0.223 4.325
C -0.305 0.731 4.065
C -0.943 1.669 4.957
C -2.135 2.277 4.586
C -2.822 1.752 3.439
C -2.179 0.769 2.671
N -0.893 0.352 2.820
H 5.581 0.242 5.996
H 7.258 -1.338 5.820
H 8.717 -2.542 4.257
H 7.834 -3.209 2.119
H 5.659 -2.091 1.212
H 1.387 0.396 5.374
H -0.385 1.845 5.872
H -2.583 3.095 5.113
H -3.746 2.257 3.093
H -2.710 0.249 1.860
N -0.936 2.126 0.016
C -1.088 1.954 -1.419
C -2.079 0.825 -1.765
O -1.731 -0.224 -2.306
O -3.300 1.134 -1.327
H -1.869 2.089 0.407
H -0.663 3.041 0.403
H -0.088 1.822 -1.892
H -1.466 2.853 -2.055
C 3.180 2.654 -1.469
C 4.310 3.066 -2.438
N 5.302 1.928 -2.516
C 5.864 1.636 -1.180
C 4.679 1.529 -0.112
N 3.426 1.352 -0.800
C 3.585 0.356 -1.843
C 4.598 0.718 -2.941
H 2.172 2.471 -2.038
H 2.954 3.401 -0.677
H 4.794 4.012 -2.009
H 3.946 3.435 -3.402
H 6.545 2.464 -0.906
H 6.397 0.665 -1.263
H 4.657 2.336 0.614
H 4.794 0.620 0.444
H 2.569 0.104 -2.296
H 3.942 -0.570 -1.423
H 4.113 0.913 -3.946
H 5.267 -0.162 -3.058
C -6.328 2.534 -4.696
C -6.900 1.137 -5.084
C -6.508 -0.055 -4.178
C -5.052 -0.176 -3.751
Ge -4.818 0.103 -1.819
C -4.365 -1.421 -0.702
C -5.259 -2.656 -0.601
C -5.247 -3.309 0.745
C -5.825 -4.752 0.817
H -6.901 3.293 -5.238
H -5.294 2.584 -5.087
H -6.409 2.701 -3.671
H -6.768 0.923 -6.140
H -7.961 1.209 -5.020
H -6.872 -0.948 -4.663
H -7.158 0.007 -3.297
H -4.448 0.535 -4.285
H -4.636 -1.156 -3.806
H -6.025 0.735 -1.183
H -4.546 -0.895 0.265
H -3.243 -1.640 -0.758
H -4.964 -3.375 -1.382
H -6.337 -2.410 -0.845
H -5.813 -2.703 1.469
H -4.218 -3.340 1.185
H -6.342 -4.858 1.756
H -4.998 -5.464 0.786
H -6.471 -5.047 -0.026
F 1.039 5.930 2.587
C 0.923 4.590 2.460
F 0.865 4.077 3.693
F -0.299 4.302 1.924
C 2.004 3.981 1.580
O 2.795 4.682 0.987
O 1.872 2.657 1.496
C 0.494 -2.343 -2.964
N 0.026 -2.950 -1.704
C -0.836 -4.105 -1.747
C 0.451 -2.338 -0.552
C 0.296 -3.021 0.786
O 0.672 -1.069 -0.463
H -0.118 -2.784 -3.755
H 1.474 -2.773 -3.168
H 0.407 -1.289 -2.932
H -1.646 -3.876 -2.459
H -1.195 -4.364 -0.755
H -0.293 -4.932 -2.179
H 1.047 -2.642 1.502
H 0.457 -4.088 0.749
H -0.681 -2.789 1.332

Forces on the atoms, in the same order (eV/Å):
0.838 -0.367 -0.126
1.376 0.429 2.053
-0.158 -1.474 -1.505
0.466 0.816 -0.069
1.214 0.037 2.449
-1.047 0.724 -0.508
-1.116 -0.709 -0.774
1.339 0.681 0.905
-1.397 -0.152 -0.684
0.180 0.118 0.425
0.515 -0.125 0.258
-2.323 0.693 3.068
2.987 -0.040 -0.539
-2.474 0.635 -2.279
0.732 -1.306 -1.012
-0.210 -1.461 -1.567
1.063 0.708 0.460
0.267 0.045 -0.261
-0.350 1.018 2.978
-0.962 -0.457 -1.643
-0.015 0.145 -0.092
-1.607 0.159 -0.384
0.301 -0.159 -1.096
0.406 0.023 0.852
-0.134 -0.618 -1.379
-0.326 0.423 -0.063
0.004 0.173 0.426
0.513 -0.857 0.351
0.177 0.602 0.075
-0.541 0.246 0.957
0.409 1.652 -2.494
0.659 -0.905 0.361
-0.920 1.509 0.416
0.200 -0.108 -0.738
-0.294 -0.516 0.204
0.380 -0.221 -1.118
-0.640 -0.615 0.370
0.247 -0.992 1.512
-3.173 -0.076 -0.655
1.171 0.625 1.441
-0.167 0.618 -0.272
-0.674 0.794 0.374
1.912 -1.057 -0.134
-0.657 1.341 -0.627
-1.524 -1.478 -1.177
-0.594 0.430 -0.992
1.564 0.541 0.629
0.446 -0.477 -0.776
-0.133 -1.530 -0.416
0.080 -0.763 -0.079
-0.155 -0.629 -0.088
-0.115 0.730 0.173
-0.212 0.361 -0.248
0.503 -0.385 0.478
1.015 0.466 0.548
-0.093 -0.364 0.708
0.467 -0.191 1.097
0.005 0.854 -0.102
0.264 -1.344 -2.879
0.381 0.391 0.537
-0.807 0.386 0.088
-0.079 0.912 0.887
0.843 -0.748 -0.371
0.735 0.223 1.225
-0.807 -0.015 -1.602
0.269 -0.741 1.452
0.674 0.330 -0.671
0.121 -0.014 0.185
-0.318 0.268 0.627
0.101 0.385 1.793
0.638 -0.038 -0.148
-1.032 0.022 0.232
0.188 -0.433 -0.262
0.039 0.112 0.106
0.540 0.069 -0.318
0.289 -0.803 -0.698
-0.282 0.637 0.232
0.523 -0.204 -0.227
-1.590 0.133 0.002
-0.065 0.066 0.205
1.015 -0.084 0.150
0.095 0.125 -0.315
-0.545 0.079 -0.505
-0.282 -0.343 0.180
-0.054 -0.095 0.130
-0.035 0.468 0.358
-0.203 -1.142 -0.345
-0.699 1.146 0.960
0.460 -0.108 0.035
0.064 0.418 -0.248
0.837 -1.397 -1.048
-0.645 -0.508 0.768
0.362 3.249 0.616
-0.586 -2.280 -0.185
1.876 2.470 2.000
0.137 -0.123 -0.476
-2.913 0.937 0.015
-0.272 0.075 1.159
0.359 -2.927 -1.895
-0.239 0.482 -0.005
0.355 0.622 0.062
0.130 0.898 -0.059
0.021 -0.025 0.573
-0.162 0.044 -0.177
0.147 -0.553 -0.001
-0.033 0.027 -0.555
-0.204 -0.331 -0.063
0.965 -0.281 -1.193

---

- What is the formula in the second record?
  C35H54F3GeLaN7O7

---

- The lowest E_tot belongs to which entry?
  C35H54F3GeLaN7O7

---

- Among the records above, which one has the highest E_tot?
  C35H43CaClN2Si2